P:
Entry from OMol25: one molecule with the formula C2H3NOS2 (ωB97M-V with the def2-TZVPD basis set).

XYZ file:
```
9
Properties=species:S:1:pos:R:3:mulliken_charge:R:1
C -0.4423 0.0894 -0.7922 -0.08
C 0.8247 -0.3888 -0.8227 -0.36
S 1.9384 -0.5260 0.5771 0.04
S 0.6761 -0.7138 2.0893 -0.03
O -0.4459 0.7901 1.4626 -0.41
N -1.0158 0.6766 0.2801 0.04
H -1.1427 0.2380 -1.7007 0.27
H 1.6020 -0.6616 -1.5514 0.30
H -1.9946 0.4961 0.4580 0.24
```

## Properties
HOMO level = -8.34 eV
SMILES = c1csso[nH]1
Net charge = 0
Frontier orbital gap = 8.02 eV
LUMO level = -0.0121 Ha

Q:
Entry from OMol25: one molecule with the formula C2H3NOS2 (ωB97M-V with the def2-TZVPD basis set).

XYZ file:
```
9
Properties=species:S:1:pos:R:3:mulliken_charge:R:1
S -2.0969 -1.0397 -0.0390 -0.23
C -1.9286 0.5792 0.1901 -0.12
N -0.7700 1.3059 0.0580 -0.19
O 0.3513 0.7408 -0.5573 -0.14
C 1.2778 0.2691 0.3702 0.05
S 2.6794 -0.4721 -0.0146 -0.22
H -2.8442 1.2387 0.3047 0.28
H -0.8896 2.2536 -0.1716 0.25
H 0.8981 0.5392 1.4165 0.31
```

## Properties
HOMO level = -9.05 eV
SMILES = S=CNOC=S
Net charge = 0
Frontier orbital gap = 8.92 eV
LUMO level = -0.0048 Ha

R:
Entry from OMol25: one molecule with the formula C2H3NOS2 (ωB97M-V with the def2-TZVPD basis set).

XYZ file:
```
9
Properties=species:S:1:pos:R:3:mulliken_charge:R:1
O 0.5784 -0.9576 1.1651 -0.44
N 0.3705 -0.2002 -0.0264 0.19
C 0.9250 1.0011 -0.1118 -0.14
S 0.7111 2.3202 -1.1010 -0.23
C -0.8155 -0.6037 -0.7072 -0.13
S -1.9133 -0.0347 -1.6202 -0.23
H -0.3634 -0.8766 1.8544 0.38
H 1.6841 0.9186 0.6813 0.33
H -1.1768 -1.5670 -0.1342 0.27
```

## Properties
HOMO level = -8.39 eV
SMILES = ON(C=S)C=S
Net charge = 0
Frontier orbital gap = 7.65 eV
LUMO level = -0.0270 Ha

Q comes first in stability; the runner-up is 0.742 eV higher.

P:
Entry from OMol25: one molecule with the formula C22H29N3O6S (ωB97M-V with the def2-TZVPD basis set).

XYZ file:
```
61
Properties=species:S:1:pos:R:3:mulliken_charge:R:1
C 1.6161 7.5423 -3.9824 -1.10
C 0.2789 7.1365 -4.5965 -0.44
O 0.2127 5.7576 -4.8937 -0.51
C 0.0405 4.8565 -3.8933 1.21
C -0.2217 5.1526 -2.5629 -0.50
C -0.4016 4.1447 -1.6333 -1.44
C -0.3177 2.8103 -2.0127 0.33
C -0.4931 1.7312 -1.0640 -0.50
N -0.7635 1.9915 0.1550 -1.02
N -0.9563 1.0356 1.0992 0.36
C -0.7785 -0.3031 1.0352 -0.23
O -0.5081 -0.9211 0.0210 -0.72
C -1.0886 -1.0833 2.3252 0.31
C -1.2202 -0.2591 3.6049 -1.79
N -0.0619 -2.1004 2.4628 0.36
C -0.3501 -3.3686 2.9755 1.26
C 0.6234 -4.3702 2.9577 -0.55
C 0.3517 -5.6339 3.4322 -1.11
C -0.9072 -5.9599 3.9361 0.80
O -1.0741 -7.2450 4.3631 -0.47
C -2.3248 -7.6164 4.8873 -0.83
C -1.8766 -4.9688 3.9705 -0.77
C -1.5964 -3.6936 3.5047 -0.59
S 1.5116 -1.5565 2.2385 1.14
C 2.0550 -2.2196 0.6494 -0.89
O 2.3576 -2.0701 3.2730 -0.68
O 1.4200 -0.1282 2.1211 -0.61
C -0.0543 2.5024 -3.3535 -0.45
C 0.1217 3.4991 -4.2921 0.56
O 0.3764 3.2991 -5.6121 -0.35
C 0.4525 1.9752 -6.0983 -0.32
C 0.7205 2.0512 -7.5933 -1.45
H 1.7737 7.0431 -3.0295 0.35
H 2.4257 7.2651 -4.6525 0.31
H 1.6375 8.6175 -3.8269 0.38
H -0.5553 7.4373 -3.9502 0.35
H 0.1543 7.6256 -5.5668 0.36
H -0.2936 6.1778 -2.2361 0.33
H -0.6045 4.3799 -0.6018 0.43
H -0.3827 0.7229 -1.4548 0.53
H -1.0662 1.4558 2.0115 0.31
H -2.0346 -1.5962 2.1060 0.77
H -1.3251 -0.9361 4.4507 0.44
H -2.0968 0.3851 3.5729 0.42
H -0.3184 0.3287 3.7591 0.47
H 1.6154 -4.1485 2.6092 0.27
H 1.1122 -6.3982 3.4197 0.41
H -2.2313 -8.6672 5.1570 0.24
H -3.1223 -7.5039 4.1453 0.33
H -2.5759 -7.0357 5.7811 0.33
H -2.8617 -5.1634 4.3647 0.38
H -2.3834 -2.9598 3.5709 0.27
H 2.1222 -3.2967 0.7055 0.31
H 3.0238 -1.7796 0.4489 0.42
H 1.3248 -1.9072 -0.0863 0.30
H 0.0093 1.4641 -3.6395 0.44
H 1.2647 1.4319 -5.5944 0.38
H -0.4927 1.4469 -5.9087 0.39
H -0.0827 2.5926 -8.0850 0.32
H 0.7869 1.0502 -8.0101 0.42
H 1.6528 2.5784 -7.7749 0.32
```

## Properties
HOMO level = -7.70 eV
SMILES = CCOc1ccc(/C=N/NC(=O)[C@H](C)N(c2ccc(OC)cc2)S(C)(=O)=O)cc1OCC
Net charge = 0
Frontier orbital gap = 8.39 eV
LUMO level = 0.0256 Ha

Q:
Entry from OMol25: one molecule with the formula C22H29N3O6S (ωB97M-V with the def2-TZVPD basis set).

XYZ file:
```
61
Properties=species:S:1:pos:R:3:mulliken_charge:R:1
C 3.1782 2.4736 -2.4032 -0.95
C 2.9714 0.9857 -2.6765 -1.05
N 2.4164 0.3089 -1.5193 0.23
C 1.0841 0.1468 -1.4535 -0.07
C 0.4144 -0.4189 -0.4128 -0.56
C -1.0674 -0.4940 -0.5392 0.00
O -1.6600 0.0542 -1.4658 -0.88
N -1.6832 -1.1927 0.4253 0.12
C -3.1056 -1.3989 0.4637 0.50
C -3.4511 -2.8137 0.9273 -0.92
C -3.2830 -3.8812 -0.1429 -0.80
S -1.5487 -4.1225 -0.6897 -0.12
C -1.6035 -3.3505 -2.3331 -0.70
C -3.8446 -0.3668 1.3474 -0.12
O -5.0011 -0.5352 1.6766 -0.70
N -3.1061 0.6973 1.6943 -0.02
C -3.6578 1.8869 2.2945 -0.94
C -4.1073 2.9077 1.2373 -0.73
C -3.1084 3.0213 0.0860 -0.38
O -1.7963 3.1579 0.5967 -0.34
C -0.8343 3.2392 -0.4212 -0.68
C 1.1419 -0.8986 0.7430 1.84
O 0.6221 -1.4181 1.7313 -0.90
C 2.5943 -0.7005 0.6561 0.14
C 3.3616 -1.1423 1.7504 -1.33
C 4.7115 -0.9650 1.7039 0.83
C 5.3179 -0.3536 0.5950 0.61
C 4.6011 0.0873 -0.4822 -1.38
C 3.2032 -0.0943 -0.4595 0.59
O 6.6628 -0.2882 0.7934 -0.51
C 6.9012 -0.8816 2.0556 -0.29
O 5.6752 -1.2933 2.6152 -0.50
H 2.2281 2.9435 -2.1590 0.23
H 3.8599 2.6243 -1.5703 0.34
H 3.5901 2.9579 -3.2841 0.40
H 2.2693 0.8622 -3.5039 0.42
H 3.9096 0.5077 -2.9641 0.47
H 0.5087 0.4896 -2.3036 0.44
H -1.0990 -1.5765 1.1693 0.31
H -3.4906 -1.2292 -0.5529 0.45
H -4.4956 -2.8053 1.2495 0.45
H -2.8290 -3.0615 1.7902 0.32
H -3.6045 -4.8458 0.2502 0.43
H -3.8653 -3.6474 -1.0325 0.41
H -1.8593 -2.2992 -2.2523 0.12
H -2.3231 -3.8768 -2.9545 0.37
H -0.6084 -3.4553 -2.7535 0.32
H -2.1815 0.8008 1.3049 0.07
H -4.5116 1.5887 2.9061 0.43
H -2.8864 2.3297 2.9266 0.38
H -4.2260 3.8767 1.7220 0.40
H -5.0675 2.6062 0.8176 0.34
H -3.1585 2.1270 -0.5536 0.18
H -3.3602 3.8924 -0.5388 0.46
H 0.1389 3.2558 0.0678 0.23
H -0.8998 2.3738 -1.0914 0.23
H -0.9616 4.1537 -1.0154 0.38
H 2.8571 -1.6038 2.5826 0.56
H 5.1179 0.5536 -1.3012 0.36
H 7.5643 -1.7521 1.9311 0.25
H 7.3850 -0.1480 2.7191 0.26
```

## Properties
HOMO level = -7.98 eV
SMILES = CCn1cc(C(=O)N[C@@H](CCSC)C(=O)NCCCOC)c(=O)c2cc3c(cc21)OCO3
Net charge = 0
Frontier orbital gap = 8.14 eV
LUMO level = 0.0060 Ha

Q comes first in stability; the runner-up is 3.195 eV higher.